No. 1
Computed, not measured: 10 unconnected molecules or ions with the total composition C4H28O10, with ωB97M-V/def2-TZVPD.

Output
Orbital gap (eV): 9.72
Lowest unoccupied orbital energy (eV): -0.5
Energy above the lowest of the compared OMol25 structures with the same formula, charge and spin (kcal per mole): 55.5
Structure (SMILES): CO.CO.CO.CO.O.O.O.O.O.O
HOMO level (hartree): -0.377
Strongest force on any atom (eV/A): 0.93
DFT total energy (eV): -25074.831

```
42
C4H28O10, DFT ωB97M-V/def2-TZVPD
C 5.709 5.665 4.379
O 5.965 7.024 4.744
H 4.742 5.501 3.904
H 6.458 5.335 3.659
H 5.745 5.011 5.250
H 5.160 7.401 5.107
C 5.756 6.340 8.732
O 5.045 5.178 9.215
H 5.980 6.961 9.600
H 6.762 6.158 8.354
H 5.235 6.803 7.894
H 4.242 5.025 8.711
C 5.123 13.297 6.284
O 5.423 14.164 7.412
H 4.100 13.439 5.936
H 5.799 13.448 5.442
H 5.356 12.281 6.603
H 5.666 15.032 7.084
C 8.907 12.141 4.317
O 8.722 13.484 4.765
H 8.856 12.137 3.228
H 9.882 11.773 4.635
H 8.111 11.531 4.743
H 8.850 13.600 5.710
O 7.626 9.384 9.097
H 8.371 9.517 9.684
H 6.917 9.893 9.491
O 5.973 9.692 6.400
H 6.228 9.440 7.288
H 6.613 9.260 5.835
O 4.239 9.871 4.455
H 5.012 9.929 5.017
H 3.736 9.140 4.815
O 3.294 10.770 8.405
H 3.784 10.345 9.109
H 3.681 10.423 7.601
O 9.047 7.562 7.797
H 8.589 8.345 8.102
H 9.743 7.426 8.440
O 8.868 7.147 5.224
H 7.928 7.016 5.098
H 8.970 7.260 6.169
```

No. 2
Computed, not measured: 12 unconnected molecules or ions with the total composition C4H28O11, with ωB97M-V/def2-TZVPD.

Output
Orbital gap (eV): 9.52
Lowest unoccupied orbital energy (eV): 0.0
Energy above the lowest of the compared OMol25 structures with the same formula, charge and spin (kcal per mole): 71.5
Structure (SMILES): C=CC=C.O.O.O.O.O.O.O.O.O.O.O
HOMO level (hartree): -0.350
Strongest force on any atom (eV/A): 3.45
DFT total energy (eV): -27122.909

```
43
C4H28O11, DFT ωB97M-V/def2-TZVPD
C -0.063 1.172 -2.590
C 0.960 0.918 -3.419
C 2.385 0.710 -2.892
C 2.936 -0.468 -2.758
H 0.017 1.654 -1.617
H -1.055 1.045 -2.963
H 0.625 0.433 -4.373
H 2.851 1.691 -2.775
H 3.841 -0.592 -2.135
H 2.451 -1.383 -3.106
O 0.504 -1.399 3.168
H 0.815 -2.224 2.710
H -0.417 -1.646 3.449
O 0.612 3.441 0.369
H 0.551 3.819 1.243
H 0.516 2.499 0.449
O -1.913 2.829 -0.118
H -1.997 2.029 -0.655
H -1.116 3.388 -0.271
O 1.672 -3.378 1.570
H 2.591 -3.118 1.649
H 1.657 -4.032 0.868
O -0.734 -1.384 0.551
H -0.147 -2.053 0.936
H -1.591 -1.555 1.016
O -2.446 1.770 2.200
H -1.764 1.049 2.219
H -2.365 2.339 1.389
O -3.133 -1.127 1.873
H -2.950 -0.181 1.928
H -3.505 -1.184 0.981
O -2.086 -1.765 -1.916
H -2.354 -0.818 -2.032
H -1.372 -1.693 -1.227
O 1.509 -2.207 -0.755
H 1.416 -1.265 -0.962
H 0.770 -2.588 -1.232
O 1.328 0.852 -0.297
H 2.215 1.206 -0.353
H 1.230 0.335 0.505
O -0.105 0.850 2.039
H 0.118 0.899 2.986
H -0.085 -0.129 1.857
```

No. 3
Computed, not measured: 9 unconnected molecules or ions with the total composition C4H29N2O8S, with ωB97M-V/def2-TZVPD.

Output
Orbital gap (spin up / spin down) (eV): 1.86 / 8.99
Lowest unoccupied orbital energy (spin up / spin down) (eV): -0.1 / 0.1
HOMO level (spin up / spin down) (hartree): -0.072 / -0.326
Spin multiplicity: 2
Strongest force on any atom (eV/A): 2.75
DFT total energy (eV): -34810.026

```
44
C4H29N2O8S, DFT ωB97M-V/def2-TZVPD
C 0.044 -1.545 0.811
N -0.150 -0.846 -0.499
C 1.103 -0.310 -1.087
C 1.531 -1.047 -2.346
S 2.739 -0.043 -3.371
C -0.876 -1.120 1.962
N -2.231 -0.883 1.402
H 1.050 -1.290 1.213
H -0.143 -2.609 0.654
H -0.642 -1.493 -1.103
H 1.939 -0.331 -0.306
H 0.880 0.749 -1.202
H 1.990 -1.991 -2.081
H 0.743 -1.157 -3.143
H 3.471 0.702 -2.479
H -0.587 -0.227 2.537
H -0.798 -1.936 2.701
H -2.288 0.019 0.821
H -2.846 -0.450 2.108
H -2.631 -1.611 0.805
H -2.683 2.523 0.766
H -1.913 2.331 2.182
O -2.436 1.934 1.479
H 4.573 1.925 0.605
H 4.730 0.361 0.492
O 4.326 1.082 0.989
H 0.630 2.758 1.568
H 0.210 4.080 1.974
O -0.206 3.246 1.700
H 0.813 -3.689 -2.279
H -0.393 -4.354 -1.593
O -0.011 -3.477 -1.812
H -1.626 0.824 -1.212
H -2.429 1.979 -1.196
O -2.528 1.052 -0.912
H -0.360 4.157 -1.848
H -0.572 3.499 -0.379
O -0.787 3.489 -1.316
H 2.300 0.878 3.162
H 2.441 0.564 1.715
O 1.758 0.778 2.364
H -2.287 -3.414 -1.543
H -3.266 -2.341 -1.425
O -2.582 -2.765 -0.875
```

No. 4
Computed, not measured: 9 unconnected molecules or ions with the total composition C4H29N3O8, with ωB97M-V/def2-TZVPD.

Output
Orbital gap (spin up / spin down) (eV): 2.19 / 8.45
Lowest unoccupied orbital energy (spin up / spin down) (eV): 2.4 / 2.3
Charge: -1
HOMO level (spin up / spin down) (hartree): 0.007 / -0.225
Spin multiplicity: 2
Strongest force on any atom (eV/A): 2.15
DFT total energy (eV): -25468.426

```
44
C4H29N3O8, DFT ωB97M-V/def2-TZVPD
C -0.245 0.353 0.098
N 1.063 -0.015 -0.520
C 0.925 -0.041 -1.994
N 1.096 1.182 -2.742
C -0.117 0.790 1.576
C -0.334 2.324 1.593
N -1.217 0.087 2.297
H -0.753 -0.609 0.020
H -0.870 1.034 -0.490
H 1.801 0.665 -0.315
H -0.039 -0.501 -2.223
H 1.683 -0.776 -2.286
H 0.253 1.737 -2.668
H 1.835 1.742 -2.340
H 0.856 0.444 1.901
H 0.132 2.743 2.482
H -0.021 2.759 0.653
H -1.420 2.402 1.646
H -0.742 -0.716 2.700
H -1.599 0.601 3.086
H -0.541 -3.958 1.057
H -0.346 -2.494 0.577
O -1.006 -3.177 0.748
H -2.899 -1.989 -2.157
H -2.895 -1.628 -0.650
O -2.803 -1.254 -1.547
H -0.462 -2.858 -2.399
H 1.064 -2.825 -2.641
O 0.365 -3.286 -2.169
H 3.825 0.717 1.774
H 2.993 1.995 1.676
O 3.155 1.145 1.213
H 1.928 3.943 0.073
H 2.792 2.731 -0.162
O 2.452 3.520 -0.615
H 2.849 -1.121 1.000
H 3.300 -2.429 0.404
O 3.610 -1.723 0.984
H -3.027 -1.187 1.361
H -2.774 -2.657 1.011
O -3.489 -2.003 1.124
H -3.111 1.181 -0.422
H -3.946 1.313 -1.618
O -3.324 1.840 -1.098
```

No. 5
Computed, not measured: a molecular structure, C4H29NO10S, with ωB97M-V/def2-TZVPD.

Output
Orbital gap (eV): 9.42
Lowest unoccupied orbital energy (eV): 0.3
Energy above the lowest of the compared OMol25 structures with the same formula, charge and spin (kcal per mole): 15.2
HOMO level (hartree): -0.336
Strongest force on any atom (eV/A): 7.15
DFT total energy (eV): -37419.272

```
45
C4H29NO10S, DFT ωB97M-V/def2-TZVPD
C -1.101 0.135 1.675
O -1.922 1.115 2.293
C -0.227 0.825 0.616
C 0.647 -0.176 -0.133
C 1.721 0.506 -0.971
S 3.175 1.019 0.018
N -1.086 1.550 -0.340
H -0.500 -0.381 2.431
H -1.810 -0.567 1.217
H -1.374 1.787 2.750
H 0.398 1.569 1.115
H 1.071 -0.893 0.572
H 0.004 -0.766 -0.793
H 1.355 1.373 -1.517
H 2.086 -0.194 -1.738
H 2.811 2.276 0.263
H -1.697 0.900 -0.830
H -1.676 2.189 0.177
H 0.727 -2.981 0.542
H 0.054 -3.649 1.744
O 0.018 -2.851 1.204
H 0.332 3.142 -0.310
H 0.749 4.595 -0.009
O 0.930 3.682 0.236
H 0.707 2.103 3.416
H 0.361 3.341 2.506
O 0.054 2.811 3.251
H -1.003 -2.942 -1.538
H -1.225 -2.840 -0.015
O -1.701 -2.866 -0.877
H 0.163 -2.375 -3.791
H -0.246 -1.122 -2.969
O 0.333 -1.926 -2.957
H -3.772 -0.418 -1.512
H -2.525 -1.446 -1.492
O -2.902 -0.618 -1.857
H -1.172 0.813 -2.343
H -2.234 -0.232 -2.680
O -1.404 0.150 -3.006
H 2.567 -2.798 -0.993
H 1.170 -2.638 -1.660
O 1.645 -3.060 -0.911
H 1.742 0.122 2.653
H 2.846 0.959 3.218
O 1.909 0.773 3.346
```

No. 6
Computed, not measured: 11 unconnected molecules or ions with the total composition C4H29NO12, with ωB97M-V/def2-TZVPD.

Output
Orbital gap (spin up / spin down) (eV): 10.12 / 6.03
Lowest unoccupied orbital energy (spin up / spin down) (eV): -3.8 / -7.8
Charge: +1
Energy above the lowest of the compared OMol25 structures with the same formula, charge and spin (kcal per mole): 112.0
HOMO level (spin up / spin down) (hartree): -0.510 / -0.509
Spin multiplicity: 2
Strongest force on any atom (eV/A): 9.00
DFT total energy (eV): -30667.043

```
46
C4H29NO12, DFT ωB97M-V/def2-TZVPD
O 1.812 0.018 -2.443
C 2.195 0.926 -1.803
C 2.034 0.940 -0.155
C 2.930 -0.260 0.186
C 3.398 -0.361 1.591
O 2.419 -0.750 2.558
N 0.594 0.694 -0.062
H 2.776 1.635 -2.336
H 2.338 1.871 0.282
H 3.692 -0.396 -0.614
H 2.230 -0.963 -0.026
H 3.719 0.612 2.044
H 4.065 -1.270 1.784
H 1.725 -0.029 2.716
H 0.187 0.913 0.810
H 0.334 -0.212 -0.459
H -2.128 -3.190 0.051
H -2.343 -1.725 -0.849
O -2.157 -2.175 -0.123
H 1.797 -4.400 -0.495
H 0.336 -4.311 -0.146
O 0.931 -4.722 -0.691
H 1.300 4.075 2.161
H 1.005 2.553 2.152
O 1.767 3.261 2.249
H -2.981 1.730 3.353
H -4.181 1.254 2.429
O -3.449 1.006 2.958
H -1.435 -1.134 0.978
H -1.783 -0.163 2.217
O -1.030 -0.527 1.712
H 0.659 -1.084 -3.342
H 0.336 -1.353 -4.895
O 0.235 -1.654 -3.985
H -2.974 1.399 -2.578
H -2.476 0.142 -2.105
O -2.958 0.969 -1.703
H -1.811 1.346 -0.123
H -2.033 2.910 -0.454
O -2.186 2.271 0.257
H -2.793 -2.126 -3.142
H -1.423 -1.368 -3.650
O -2.224 -1.324 -3.210
H -0.735 1.107 2.912
H -1.218 2.091 1.725
O -0.495 1.770 2.262
```